(1)
Molecular formula: C45H66F13IN3O16S
Method: DFT, ωB97M-V/def2-TZVPD

Positions of all 145 atoms, in Å:
C  0.30074  2.43282  3.90349
O  -9.31849  4.35571  0.76218
C  2.71619  3.90948  -1.54401
H  -3.86800  -2.67816  -2.30444
O  -8.24366  2.63316  1.53107
H  0.50999  4.63804  0.02300
H  4.29144  0.80642  -6.13400
H  -9.59372  4.98072  -1.19418
C  -9.09629  3.04700  0.58141
O  0.69687  5.99999  -6.30285
C  1.09335  7.15376  -5.74627
N  0.62681  2.42788  0.01748
O  6.46215  -4.60158  7.59972
H  -2.08246  2.18658  -0.80862
C  -0.88684  -1.94986  0.33340
C  -0.26555  6.12154  -7.35991
H  -4.55624  -4.03842  -1.39679
H  3.34591  3.91652  -2.49539
C  4.40525  -3.54555  -3.96483
H  3.45256  -3.26474  4.03229
C  3.38110  6.09514  0.05963
C  -4.79371  -3.16251  -2.00275
H  -1.08440  6.78074  -7.06072
H  5.82884  -5.13809  -4.27302
H  0.11169  -2.28248  0.73585
F  -1.11435  -4.35378  5.51891
O  8.53148  -5.25198  7.53041
C  -7.86618  1.25342  1.46272
O  2.01246  6.87132  -4.80946
C  4.52705  -5.42159  6.37154
H  1.82893  8.69514  -3.80656
F  -1.54162  -6.54821  1.76720
C  -7.69255  0.12572  -4.73559
F  0.68274  -5.27178  2.91057
N  -1.70916  1.44422  -0.21156
H  2.03857  -2.90195  -0.11629
O  4.60409  -0.05986  -4.25857
H  -7.27321  1.21964  -0.62057
C  -0.26789  1.34597  -0.24076
C  2.39312  -0.74439  0.56003
C  0.44400  0.83930  6.43505
H  4.37434  -6.18623  7.13646
C  5.82249  -4.05541  -4.13703
H  -7.24296  -0.46714  -5.53409
H  3.78810  -3.76202  -4.84048
H  0.51790  0.21476  7.37456
F  1.02754  -5.12656  5.15679
F  -2.87426  -4.75129  3.92114
C  0.39182  3.20265  2.50684
H  4.76844  1.89856  -4.82568
H  -5.28679  -3.50175  -2.91560
F  -1.94971  -5.41957  -0.58753
C  -0.61066  -1.01249  -0.93757
H  -5.98995  1.68051  0.48461
C  1.60744  1.79228  4.35643
H  -6.62240  -2.65453  -0.94540
O  -9.56342  2.36621  -0.29738
H  -8.74754  0.61835  1.34283
H  4.61591  -3.76138  7.72258
C  1.15419  3.87182  -1.93265
N  0.24467  0.17693  -0.59669
F  -1.81125  -3.03415  3.04066
F  -3.36560  -5.33295  1.61665
C  7.48744  -4.87872  6.78018
C  2.59454  8.02722  -4.20414
H  0.79249  7.59275  -8.54580
H  -1.35543  -1.31748  1.16211
F  -2.08597  -3.13017  -1.38774
F  0.27629  -3.28120  4.02272
C  -1.96118  -5.20215  1.77294
O  -6.84846  0.11079  -3.58315
H  2.30507  0.86925  -0.95655
H  1.91080  -0.77271  -1.59768
H  -0.01672  -1.67180  -1.65590
O  4.81092  -1.66493  -5.84708
C  -1.43636  -4.57115  0.42996
O  -7.40300  -2.06698  -3.28501
S  -0.26166  -4.85569  4.17316
F  -3.15431  -2.71872  0.55100
H  3.04175  2.97049  -0.98600
H  3.55758  -5.13218  5.96028
H  -7.42050  1.00505  2.42870
H  -0.33588  6.58848  -9.46596
H  -10.36019  5.96825  0.06073
H  5.11222  -5.88346  5.57425
I  -2.51369  1.36977  1.66530
C  -1.91752  -3.11691  0.03429
H  -1.90770  2.76439  4.34692
H  -1.54819  -0.73191  -1.49505
C  1.71384  -0.06122  -0.72561
C  -6.84900  1.01472  0.36369
H  -0.80894  3.83307  -0.93148
H  -7.77648  1.15805  -5.07385
F  -0.03793  -4.66779  0.24051
C  -0.95249  2.29798  4.70939
H  -6.50174  -0.01920  0.37721
H  -5.16535  -1.90574  -0.30968
O  -0.16912  4.28678  2.44473
C  4.93039  0.91038  -5.25590
O  7.46640  -4.82451  5.57495
H  5.98169  0.81975  -5.53350
H  -1.76604  1.32905  6.61568
F  -0.75914  -6.37854  4.49143
C  0.26227  3.71986  -0.59228
H  0.95204  4.89898  -2.39077
H  2.22338  3.02854  1.28089
C  -1.75043  -4.43549  3.12578
H  -8.69156  -0.24320  -4.49967
H  1.46392  1.43915  1.71571
H  2.54825  1.87754  3.72464
H  3.24539  -0.12629  0.96925
C  9.66619  -5.67365  6.77310
C  3.08539  5.18147  -0.70687
C  1.21944  2.48267  1.36462
C  4.61336  -1.32472  -4.70997
C  3.19278  -2.83912  1.76677
H  3.71562  7.05494  0.53231
C  3.42400  -3.24033  2.90779
H  1.22047  5.93071  -8.91232
H  1.57801  -0.79411  1.36194
C  0.38636  6.58497  -8.64786
H  3.22244  8.55078  -4.92697
H  9.96229  -4.91509  6.04705
H  3.81621  -2.26637  -0.27121
H  3.94193  -4.04856  -3.11278
H  6.42959  -3.80267  -3.26448
C  -6.78488  -1.08135  -2.97373
H  6.30487  -3.59901  -5.00296
H  0.93123  3.04731  -2.67169
C  5.24384  -4.21881  6.95475
H  -0.69140  5.12676  -7.50791
C  2.85811  -2.25716  0.32818
O  0.71105  8.25520  -6.04815
H  10.49141  -5.82809  7.46747
C  -0.84561  1.48731  5.98945
H  -11.07673  4.40693  -0.36330
H  9.44979  -6.61951  6.27347
H  3.22172  7.69209  -3.37797
H  2.68206  0.50766  5.90555
O  4.39167  -2.14107  -3.66817
C  1.70572  0.99148  5.61852
H  5.43362  -3.45349  6.19666
C  -10.13628  4.94754  -0.24767
O  -5.89366  -0.99144  -1.97367
C  -5.67156  -2.19735  -1.23179

The calculation puts the lowest unoccupied orbital energy at -0.16355 hartree. As for the orbital gap: 0.2645 Eh. Its charge is +1. As for the total energy: -5115.91870 a.u.

***

(2)
Molecular formula: C3H3NS2
Method: DFT, ωB97M-V/def2-TZVPD

Positions of all 9 atoms, in Å:
C  1.17547  0.94490  0.38344
H  -0.64648  -2.30596  0.72031
S  -0.06246  1.96809  0.27082
C  -1.27095  -1.23156  -0.86701
C  -0.61950  -1.27808  0.42996
S  1.09137  -0.76796  0.42256
H  -1.25450  -0.72945  1.11269
H  2.27339  1.22470  0.50994
N  -1.79215  -1.14327  -1.87363

The energy relative to the best compared isomer or geometry (same formula, charge and spin) comes out at 0.306 eV. The calculation puts the lowest unoccupied orbital energy at -0.01967 hartree. As for the orbital gap: 0.3196 Eh. Its structure (SMILES) is N#CCSC=S. As for the total energy: -967.20474 a.u.

***

(3)
Molecular formula: C3H11NO3S
Method: DFT, ωB97M-V/def2-TZVPD

Positions of all 19 atoms, in Å:
O  -2.90202  1.26304  -1.05937
H  0.72109  -0.06810  2.60154
H  2.03352  0.39741  3.02839
H  -2.64796  0.72686  -0.31974
H  1.29025  -2.54210  -1.57239
H  -2.70254  2.20340  -0.90411
O  1.46393  -0.36807  3.17038
H  -0.01054  -1.36511  0.75906
S  -0.01240  -2.09173  -1.56799
H  -0.37647  2.42253  -0.76363
N  1.89801  0.40993  0.17530
C  0.58741  0.38408  -0.47119
C  -0.16044  -0.94571  -0.24634
O  -0.69534  1.76981  1.06660
H  0.82832  0.54950  -1.52243
H  1.83117  -0.02653  1.08425
C  -0.16636  1.64047  -0.00946
H  -1.24048  -0.82321  -0.08405
H  2.70248  0.30525  -0.42058

The energy relative to the best compared isomer or geometry (same formula, charge and spin) comes out at 2.034 eV. The calculation puts the lowest unoccupied orbital energy at 0.02021 hartree. As for the orbital gap: 0.3576 Eh. Its structure (SMILES) is N[C@H](C=O)CS.O.O. As for the total energy: -799.51498 a.u.